(1)
Below is an isolated molecule of C21H30ClN3O3S, with properties calculated with ωB97M-V/def2-TZVPD.

Last column: Mulliken charge in e.
CARTESIAN COORDINATES (ANGSTROEM)
C  -1.037061  4.185569  -2.710769  -1.2887
C  -0.836838  2.921250  -1.886872  -0.5938
C  -0.354219  1.739398  -2.734665  -0.2305
C  -0.299304  0.462083  -1.887420  -0.2490
O  -1.205256  -0.356269  -1.951647  -0.6899
N  0.766388  0.339764  -1.074171  0.1178
C  0.878410  -0.776592  -0.142654  0.4080
C  1.360604  -2.020131  -0.896445  -0.9872
C  1.303797  -3.364219  -0.154880  -0.9822
C  0.061249  -3.566394  0.723222  -0.4539
C  0.192465  -3.213346  2.206413  -1.4237
N  0.471971  -1.810040  2.540707  0.5981
C  -0.013911  -1.282384  3.717031  0.4014
O  0.661911  -0.555502  4.430091  -0.7031
C  -1.452961  -1.426981  4.092070  -0.0312
S  -1.818590  -0.681531  5.612025  -0.1841
C  -3.503440  -0.880756  5.409606  0.6954
C  -4.470433  -0.459075  6.469896  -1.2205
C  -3.792152  -1.434361  4.200935  -0.8246
C  -2.625664  -1.716197  3.444210  0.4375
Cl  -2.809499  -2.244686  1.814052  -0.1680
C  1.813079  -1.347767  2.161400  -1.5381
C  1.756179  -0.338041  1.021056  -0.6682
N  0.878065  2.016933  -3.471175  0.2770
C  0.884597  1.992304  -4.930263  -0.5546
C  2.366334  2.147919  -5.277837  -0.6634
C  2.920921  2.940341  -4.096090  -0.6729
C  2.003291  2.565192  -2.948718  0.5277
O  2.231574  2.735267  -1.759608  -0.7334
H  -1.416156  4.996074  -2.088589  0.4275
H  -0.097158  4.525487  -3.150435  0.2292
H  -1.751579  4.023350  -3.521124  0.3128
H  -0.126416  3.106227  -1.081511  0.2972
H  -1.779074  2.614774  -1.427178  0.5512
H  -1.112019  1.527871  -3.490002  0.5885
H  1.414574  1.118500  -1.021925  0.4363
H  -0.127029  -0.967555  0.238537  0.1098
H  0.720716  -2.097145  -1.777787  0.4746
H  2.377869  -1.836645  -1.257864  0.1772
H  1.310778  -4.144909  -0.918479  0.4910
H  2.208412  -3.535570  0.432352  0.3714
H  -0.783916  -3.040129  0.280471  0.2248
H  -0.203504  -4.627366  0.714131  0.3421
H  -0.717225  -3.511314  2.722915  0.8506
H  1.004146  -3.821868  2.629156  0.3786
H  -5.491157  -0.588002  6.113229  0.3430
H  -4.347965  -1.053766  7.375884  0.2876
H  -4.332378  0.588668  6.738578  0.3239
H  -4.791059  -1.622787  3.835495  0.3851
H  2.283207  -0.892223  3.029621  0.5987
H  2.408199  -2.216350  1.889208  0.3607
H  2.774384  -0.137687  0.670572  0.4794
H  1.360356  0.603483  1.412778  0.4040
H  0.457742  1.058523  -5.296559  0.3313
H  0.283914  2.819306  -5.325913  0.3312
H  2.834709  1.163768  -5.315279  0.3078
H  2.517311  2.632036  -6.240298  0.3602
H  3.956000  2.723530  -3.843653  0.3740
H  2.832811  4.019975  -4.245831  0.2485

Atoms 1-2, force components in eV/Å:
-0.001 0.002 0.007
0.014 0.007 -0.009

Properties
HOMO level: -8.8 eV
ΔE to the lowest compared entry with this formula, charge and spin: 7.20 kcal per mole
SMILES: CC[C@H](C(=O)N[C@H]1CCCCN(C(=O)c2sc(C)cc2Cl)CC1)N1CCCC1=O

***

(2)
Below is a structure of composition C21H30F5NOP2Ti, with properties calculated with ωB97M-V/def2-TZVPD.

Last column: Mulliken charge in e.
CARTESIAN COORDINATES (ANGSTROEM)
Ti  -0.341224  0.553176  0.123812  -1.3211
P  -2.501274  -0.792326  0.276014  1.4763
P  2.203786  1.511655  -0.315020  1.3299
N  0.027594  -0.314412  -1.427520  0.0564
H  -1.582891  1.108881  1.027383  -0.5959
C  -3.913810  -0.020667  -0.576437  -1.4328
H  -4.815287  -0.620364  -0.400874  0.4700
H  -3.702413  0.018268  -1.652665  0.3176
H  -4.067992  0.996412  -0.207582  0.3909
C  -3.116236  -1.174821  1.945052  -1.3201
H  -4.088516  -1.676163  1.880064  0.4186
H  -3.207732  -0.237130  2.504190  0.3728
H  -2.394208  -1.817457  2.460353  0.3181
C  -2.507697  -2.441780  -0.514230  -1.1603
H  -3.521444  -2.860664  -0.503416  0.4741
H  -1.831343  -3.112097  0.022508  0.2268
H  -2.153752  -2.359102  -1.546552  0.2986
C  2.071515  2.847512  -1.563720  -1.2876
H  3.063108  3.250125  -1.822207  0.4521
H  1.428452  3.651391  -1.181350  0.2420
H  1.594889  2.428851  -2.459199  0.3089
C  3.143619  2.358363  0.997282  -1.3614
H  4.036723  2.838627  0.573986  0.4683
H  3.441701  1.631152  1.763003  0.3407
H  2.502613  3.114988  1.467315  0.2871
C  3.483292  0.466303  -1.105444  -1.3544
H  4.444118  1.002106  -1.156571  0.4556
H  3.158548  0.186130  -2.117159  0.3478
H  3.605029  -0.453226  -0.517513  0.2793
C  0.391660  -1.144716  -2.404227  -0.4739
C  0.133527  -1.980373  -4.703039  -0.5204
C  -0.177814  -1.050166  -3.718410  -0.2283
C  1.346584  -2.195667  -2.192473  0.2826
C  1.642763  -3.120983  -3.189888  -0.8534
C  1.033796  -3.021565  -4.447387  -0.3561
H  -0.336917  -1.890430  -5.685166  0.3605
H  -0.875562  -0.233211  -3.894861  0.3721
H  1.811559  -2.267674  -1.209879  0.3764
H  2.350204  -3.921493  -2.976771  0.3731
H  1.265071  -3.756025  -5.225194  0.3533
C  -1.435671  2.603153  0.733608  2.0493
O  -0.510294  2.449934  -0.305477  -0.6833
C  -2.698574  3.273156  0.232782  -1.7158
H  -3.384184  3.523215  1.049740  0.4181
H  -3.231965  2.663925  -0.502252  0.3962
H  -2.404244  4.212186  -0.267275  0.3711
C  -0.895488  3.311813  1.958458  -1.3832
H  -0.183775  4.101701  1.670433  0.2339
H  -0.382257  2.624069  2.637800  0.1746
H  -1.715264  3.772046  2.523866  0.4695
F  1.105746  1.213869  3.106066  -0.4056
C  1.066659  -0.150233  2.972456  0.4919
C  0.527999  -0.722631  1.819178  0.9492
C  0.649937  -2.118088  1.792527  -0.0279
F  0.272919  -2.819532  0.681668  -0.4235
C  1.199430  -2.884864  2.822399  -0.0171
F  1.258383  -4.227019  2.706216  -0.3071
C  1.699477  -2.260656  3.958700  0.8818
F  2.248875  -2.974484  4.956013  -0.3053
C  1.634672  -0.870938  4.028244  -0.0459
F  2.133578  -0.222051  5.098643  -0.3048

Atoms 1-2, force components in eV/Å:
3.990 -1.745 -4.766
0.180 -1.124 -0.246

Properties
HOMO level (alpha / beta): -6.9 / -6.9 eV
ΔE to the lowest compared entry with this formula, charge and spin: 0.00 kcal per mole

***

(3)
Below is a structure of composition C21H30LaN2OP2, with properties calculated with ωB97M-V/def2-TZVPD.

Last column: Mulliken charge in e.
CARTESIAN COORDINATES (ANGSTROEM)
C  -1.656816  3.438451  -2.262246  -0.3171
C  -1.432416  2.093051  -2.016246  0.0886
C  -0.127516  1.547751  -2.293446  0.1765
C  0.931884  2.414251  -2.770346  0.6330
C  0.640284  3.793651  -3.012846  -0.9199
C  -0.626916  4.284851  -2.772046  -0.7698
C  2.203584  1.840451  -2.951046  -0.9019
C  2.423984  0.484151  -2.649246  0.6525
C  1.285284  -0.290249  -2.198346  0.0846
C  1.451584  -1.676749  -1.842246  0.1666
C  2.711984  -2.243349  -1.948246  -0.2775
C  3.831684  -1.487849  -2.409146  -0.8241
C  3.698584  -0.157349  -2.751846  -0.9382
H  -2.642816  3.868151  -2.052446  0.4108
H  1.437684  4.449951  -3.378346  0.4284
H  -0.849616  5.341151  -2.956046  0.3774
H  3.033284  2.459651  -3.311746  0.4359
H  2.856284  -3.293749  -1.670846  0.4329
H  4.808884  -1.976549  -2.481046  0.3772
H  4.561984  0.425251  -3.091346  0.4316
N  0.059184  0.238851  -2.062046  -0.0732
La  -0.210916  0.171751  1.450854  0.3361
C  -2.453716  1.188451  -1.390246  -1.0894
H  -2.367716  0.171651  -1.806046  0.3723
H  -3.476516  1.574151  -1.546746  0.7416
C  0.256084  -2.401949  -1.305846  -1.1171
H  -0.648616  -2.089949  -1.852446  0.4066
H  0.379484  -3.496549  -1.383846  0.7701
P  -2.211416  1.016851  0.473754  0.6234
P  -0.086016  -2.003649  0.513854  1.3788
C  1.233784  -3.051549  1.293154  -1.3864
H  1.085284  -3.059949  2.385854  0.3604
H  1.225484  -4.088149  0.910454  0.4457
H  2.213784  -2.589549  1.088254  0.3977
C  -1.568116  -3.110749  0.744054  -1.3961
H  -1.359616  -4.150349  0.433554  0.3944
H  -1.867116  -3.104249  1.806154  0.3783
H  -2.407816  -2.719049  0.145454  0.3489
C  -2.620216  2.737451  1.014254  -1.3413
H  -3.564116  3.099051  0.567454  0.4075
H  -2.695216  2.746151  2.113554  0.4260
H  -1.788216  3.399151  0.724954  0.3786
C  -3.791316  0.133151  0.904754  -1.3298
H  -3.855016  0.020851  2.000554  0.4031
H  -4.677816  0.686251  0.546554  0.3975
H  -3.783816  -0.872349  0.453454  0.3371
H  0.592884  0.839451  0.299154  0.1459
H  -0.277316  1.644251  2.187954  -0.5567
C  0.066384  -0.545349  4.553054  -1.0344
C  1.392384  -0.911749  3.953254  0.8235
N  2.381484  -1.429049  4.718154  -0.3946
O  1.571884  -0.744449  2.755654  -0.6711
H  0.042184  -0.758749  5.642254  0.4554
H  -0.738316  -1.130149  4.058554  0.1741
H  -0.126016  0.536851  4.401454  0.2807
H  3.288084  -1.682049  4.297754  0.2503
H  2.245684  -1.579649  5.728154  0.2087

Atoms 1-2, force components in eV/Å:
0.092 -0.772 0.161
0.216 0.794 -0.134

Properties
total charge: +1
HOMO level: -9.0 eV

***

(4)
Below is a structure of composition C21H30N2O3, with properties calculated with ωB97M-V/def2-TZVPD.

Last column: Mulliken charge in e.
CARTESIAN COORDINATES (ANGSTROEM)
C  3.908641  -1.809558  5.157850  -1.2367
H  4.229558  -2.724350  5.380651  0.4786
O  2.633048  -1.752242  4.439041  -0.3425
C  2.463817  -2.482695  3.460093  0.2468
C  1.323006  -2.315426  3.019992  -0.0024
C  0.781898  -3.173624  1.980144  0.7096
C  1.649148  -3.979177  1.427103  0.1846
C  3.113690  -4.059335  1.624122  -1.0072
C  3.482658  -3.384003  2.783059  -0.5235
H  4.407366  -3.358753  3.179289  0.5514
H  3.685804  -4.839365  1.086414  0.3902
H  1.524913  -4.657083  0.268109  0.0583
C  -0.478658  -2.923175  1.364446  -1.7659
N  -0.672484  -2.427282  -0.016082  0.2769
C  -0.640849  -2.998884  -1.188801  -0.1986
O  -1.135325  -4.236773  -1.109574  -0.7553
C  -0.572329  -2.006142  -2.252710  0.8295
C  0.729842  -1.378334  -2.233842  -1.2526
C  0.392183  0.008556  -1.921823  0.9457
O  1.110841  0.732493  -1.294057  -0.6954
N  -0.830671  0.107833  -1.819227  0.5675
C  -1.710878  -1.173975  -2.331671  -1.0741
H  -2.582706  -1.344966  -1.890508  0.6003
H  -2.031570  -0.874401  -3.352648  0.3250
C  -1.534240  1.243728  -1.693932  -0.6262
C  -1.632760  2.400753  -2.664508  -1.5004
H  -1.508981  1.906686  -3.408574  0.9627
C  -0.438031  3.235348  -2.712032  -0.6906
H  0.373793  2.813797  -1.891628  0.0863
H  -0.117505  3.493052  -3.547921  0.9303
C  -0.708492  4.645141  -2.121401  -1.2795
H  -1.426333  5.134606  -2.603235  0.5436
C  -1.061987  4.801175  -0.552146  -0.6523
C  -2.280572  4.238571  -0.006843  -1.0613
H  -2.971596  4.101458  -0.896434  0.2014
H  -2.964818  4.719730  0.470095  0.7597
C  -2.072717  2.846360  0.487522  -0.8252
H  -2.063279  2.923908  1.727404  0.3126
C  -1.280395  1.763638  -0.081559  -0.8292
H  -0.325015  2.033572  -0.099394  0.6570
H  -1.361706  1.014131  0.668363  0.2896
H  -3.365033  2.175983  0.827912  0.2657
H  -1.024380  5.825413  -0.180668  0.3873
H  -0.156804  4.433801  0.191173  0.3115
H  0.242707  5.228591  -2.240863  0.3821
H  -2.559327  3.090854  -2.680053  0.4047
H  -2.774523  1.120942  -1.337750  0.2088
H  1.488175  -1.674420  -1.679122  0.6103
H  1.222857  -1.253916  -3.463427  0.3457
H  -0.653910  -2.930447  -3.194818  0.3643
H  -0.239898  -1.440290  -0.024997  0.1238
H  -1.011891  -4.072359  1.041161  0.4492
H  -1.287542  -2.430728  1.813341  0.6440
H  0.356981  -1.758139  3.587378  0.1151
H  3.839266  -1.068190  6.057427  0.2180
H  4.517015  -1.512087  4.450157  0.5813

Atoms 1-2, force components in eV/Å:
-4.630 3.923 2.221
0.545 -4.065 1.559

Properties
HOMO level: -8.4 eV
ΔE to the lowest compared entry with this formula, charge and spin: 474.53 kcal per mole

***

What E_tot values result from the calculations? In sequence: -2066.648457, -2979.655307, -1716.671100, -1152.765094 hartree.